A 5-piece molecular cluster, C29H57BClO12 overall, computed with wB97M-V/def2-TZVPD.

Geometry as XYZ:
```
100
Properties=species:S:1:pos:R:3:forces:R:3
C 2.631 2.973 -1.264 -4.33 -4.08 1.01
C 1.522 2.250 -1.163 6.48 3.82 -0.33
B 0.178 1.331 -0.802 0.27 1.56 -0.18
Cl 0.875 -0.271 -0.055 0.25 -0.46 0.13
C -0.586 2.099 0.432 -0.93 1.07 1.51
C -1.682 3.199 -0.007 0.17 -0.07 -0.10
C -1.174 4.281 -1.086 -1.05 0.17 -0.50
C -2.395 5.364 -1.288 0.94 -0.61 -0.75
C -0.735 1.077 -2.142 -0.71 -0.71 -1.06
C -0.586 -0.390 -2.806 -0.59 0.26 -0.98
C 0.815 -0.658 -3.555 0.05 -0.66 -0.34
C 1.278 0.501 -4.573 -0.16 0.15 0.02
C 0.334 0.690 -5.865 0.97 0.39 -0.77
C 0.710 2.146 -6.508 -0.59 -0.69 0.84
C -0.168 2.526 -7.807 0.79 1.07 -0.12
H 3.742 3.266 -1.134 -2.68 -0.48 -0.48
H 0.155 2.649 1.148 -1.05 -1.03 -1.23
H -1.117 1.313 1.100 0.64 1.21 -1.00
H -2.080 3.794 0.915 0.69 -1.01 -1.47
H -2.593 2.643 -0.454 1.33 0.97 0.61
H -0.183 4.786 -0.784 -1.63 -0.74 -0.29
H -0.992 3.842 -2.145 -0.20 0.34 2.03
H -3.410 4.831 -1.149 1.62 0.98 0.09
H -2.222 6.239 -0.567 -0.68 -1.18 -1.13
H -2.377 5.705 -2.403 -0.02 -0.17 2.06
H -0.422 1.877 -2.918 -0.62 -1.37 0.99
H -1.876 1.239 -1.977 1.86 -0.27 -0.11
H -0.841 -1.260 -2.076 0.68 1.67 -1.08
H -1.413 -0.452 -3.630 1.36 0.00 1.24
H 0.660 -1.619 -4.201 0.29 1.51 1.00
H 1.681 -0.932 -2.826 -1.62 0.80 -1.09
H 1.359 1.548 -4.069 -0.13 -1.97 -0.53
H 2.341 0.247 -4.935 -1.53 0.37 0.46
H 0.600 -0.086 -6.695 -0.56 1.07 1.52
H -0.794 0.591 -5.648 1.77 0.32 -0.17
H 0.525 2.908 -5.650 0.36 -1.10 -1.61
H 1.846 2.137 -6.717 -1.83 0.07 0.20
H -0.788 1.667 -8.244 0.81 1.22 0.91
H 0.538 2.892 -8.656 -1.17 -0.63 1.34
H -0.816 3.454 -7.539 0.79 -1.83 -0.61
C 0.528 -1.346 3.495 0.02 -0.10 0.34
C -0.688 -1.867 2.752 0.37 0.80 -0.31
O -0.892 -3.263 3.019 -0.65 -0.56 0.80
C -1.461 -3.551 4.201 0.50 0.34 -0.55
O -1.819 -2.751 5.036 0.00 -0.48 -0.24
O -1.546 -4.892 4.309 -0.09 0.34 0.00
C -2.051 -5.337 5.566 -0.13 -0.20 0.29
H 1.405 -1.960 3.273 -0.07 0.13 -0.17
H 0.737 -0.311 3.215 -0.03 -0.12 -0.12
H 0.377 -1.385 4.577 -0.07 0.04 -0.06
H -0.522 -1.773 1.676 -0.06 -0.24 0.18
H -1.587 -1.290 2.991 0.05 -0.23 0.10
H -3.004 -4.860 5.804 0.21 0.08 0.01
H -1.316 -5.143 6.352 -0.18 0.11 -0.01
H -2.212 -6.414 5.501 0.13 0.14 -0.25
C -2.774 0.166 6.835 -0.10 0.20 0.26
C -1.787 0.585 5.761 -0.03 -0.69 0.18
O -2.098 1.893 5.261 0.31 0.76 0.26
C -1.717 2.915 6.045 -0.24 -0.39 -0.22
O -1.139 2.824 7.104 -0.17 0.17 -0.43
O -2.112 4.062 5.459 0.20 -0.40 0.20
C -1.849 5.227 6.237 0.06 0.38 0.12
H -3.801 0.255 6.469 0.11 -0.13 -0.09
H -2.593 -0.865 7.144 0.01 0.05 -0.14
H -2.694 0.808 7.716 0.11 -0.06 -0.07
H -1.862 -0.101 4.914 -0.03 0.32 0.00
H -0.755 0.541 6.120 -0.14 0.20 0.00
H -0.800 5.277 6.538 -0.17 -0.13 0.06
H -2.502 5.244 7.113 0.19 -0.04 0.01
H -2.072 6.100 5.621 -0.06 -0.30 -0.12
C 4.122 -4.171 8.285 0.14 0.25 0.17
C 2.781 -4.024 7.591 0.43 -0.32 -0.24
O 1.898 -3.192 8.353 -0.17 0.49 -0.07
C 2.122 -1.868 8.254 0.09 0.02 0.07
O 2.977 -1.339 7.583 -0.48 -0.30 0.35
O 1.241 -1.234 9.050 0.28 -0.42 -0.35
C 1.429 0.179 9.109 -0.04 0.55 0.04
H 3.987 -4.515 9.314 -0.05 -0.12 -0.13
H 4.757 -4.882 7.752 -0.08 0.02 0.02
H 4.647 -3.214 8.336 -0.07 -0.09 -0.14
H 2.302 -5.004 7.517 -0.20 0.24 0.15
H 2.892 -3.642 6.571 -0.02 0.15 0.21
H 1.449 0.621 8.110 0.11 -0.12 0.14
H 2.351 0.409 9.649 -0.01 -0.01 -0.20
H 0.590 0.609 9.658 0.01 -0.32 -0.07
C 0.639 -4.544 -10.246 -0.27 0.11 -0.18
C 1.711 -3.564 -9.806 -0.16 -0.50 0.38
O 1.915 -2.550 -10.799 -0.15 0.58 -0.06
C 0.993 -1.570 -10.823 -0.09 -0.18 0.04
O 0.039 -1.472 -10.089 0.54 -0.01 -0.42
O 1.306 -0.726 -11.825 0.03 -0.33 0.38
C 0.351 0.315 -12.019 -0.27 0.41 -0.09
H 0.871 -4.950 -11.234 0.12 -0.04 0.13
H 0.554 -5.368 -9.534 0.05 0.06 -0.04
H -0.335 -4.056 -10.324 0.12 -0.01 0.14
H 2.662 -4.091 -9.697 0.01 0.28 -0.22
H 1.476 -3.116 -8.836 -0.08 0.09 -0.23
H 0.157 0.857 -11.090 -0.05 -0.21 -0.07
H -0.576 -0.102 -12.422 0.03 0.06 0.19
H 0.759 1.017 -12.748 0.18 -0.28 0.07
```
Positions in Å, forces in eV/Å.

Output
HOMO-LUMO gap = 7.428 eV
total charge = -1
highest occupied orbital energy = -5.21 eV
LUMO = 2.2 eV
spin multiplicity = 1

A 2-piece molecular cluster, C10H15NO overall, computed with wB97M-V/def2-TZVPD.

Geometry as XYZ:
```
27
Properties=species:S:1:pos:R:3:forces:R:3
C -2.039 -1.082 -2.872 0.06 -0.82 -0.80
C -0.768 -1.751 2.409 -3.26 2.26 -2.27
C -0.827 -1.021 -2.242 0.32 2.20 0.22
C -1.030 -0.590 1.754 -1.83 -0.85 0.84
C 1.680 -0.896 -0.221 0.70 -2.65 -1.36
C -0.248 2.087 -0.080 -1.79 -0.01 0.39
C -1.224 1.226 -0.894 -0.28 0.78 -0.74
C 0.758 1.095 0.368 -0.26 1.90 -1.56
C -0.386 0.097 -1.410 0.24 -1.73 -0.42
C 2.343 -0.984 1.191 -0.81 -0.59 -0.80
N 0.797 0.093 -0.603 -1.05 1.90 2.24
O 1.885 -1.749 -1.052 0.56 -0.82 -0.01
H -2.364 -1.914 -3.504 0.91 -0.23 0.29
H -2.791 -0.346 -3.051 -0.14 1.06 1.04
H 0.084 -1.944 2.910 2.93 -0.38 1.55
H -1.505 -2.518 2.509 -0.45 -0.40 -0.27
H -0.040 -1.692 -2.536 -0.07 -0.70 0.45
H -0.264 0.252 1.798 -1.43 -1.10 -0.34
H 0.045 2.935 -0.664 1.12 0.35 -0.67
H -0.834 2.586 0.692 0.19 -0.21 0.60
H -1.975 0.851 -0.217 -0.38 -0.42 0.16
H -1.807 1.829 -1.630 0.71 -0.62 0.14
H 1.649 1.432 0.846 0.60 -0.20 0.19
H -2.137 -0.438 1.260 3.14 -0.29 1.30
H 3.108 -0.190 1.230 -0.66 -0.10 0.72
H 2.893 -1.966 1.274 -0.78 1.03 -0.45
H 1.466 -1.004 1.908 1.71 0.64 -0.47
```
Positions in Å, forces in eV/Å.

Output
HOMO-LUMO gap (alpha / beta) = 7.279 / 7.173 eV
ΔE to the lowest compared entry with this formula, charge and spin = 6.163 eV
highest occupied orbital energy (alpha / beta) = -6.97 / -7.23 eV
LUMO (alpha / beta) = 0.3 / -0.1 eV
spin multiplicity = 1

C30H43BrN2P2PtS as an isolated structure, computed with wB97M-V/def2-TZVPD.

Geometry as XYZ:
```
80
Properties=species:S:1:pos:R:3:forces:R:3
C -0.624 6.761 -3.974 -0.14 0.05 0.73
C -0.824 5.421 -4.383 0.23 0.30 -1.08
C -1.108 5.315 -5.761 -0.57 -0.52 -0.36
C -1.359 6.441 -6.575 0.40 -0.43 0.73
N -1.245 7.676 -6.099 -0.28 0.19 -0.23
C -0.878 7.850 -4.831 0.13 -0.74 -0.11
C -0.816 4.206 -3.510 -1.10 -0.31 1.39
C -1.110 3.323 -2.685 0.75 3.21 -2.66
C -1.384 2.596 -1.514 -0.97 -0.83 -0.10
C -0.270 2.270 -0.683 -1.57 1.29 1.95
C -0.551 1.616 0.602 0.25 2.15 0.66
C -1.863 1.333 1.085 0.51 0.78 -3.93
C -2.843 1.541 0.115 -0.92 0.80 0.45
C -2.658 2.172 -1.108 0.42 0.48 -0.49
Pt 0.232 0.484 -1.400 1.59 -2.74 1.30
P 1.987 -1.233 0.480 2.00 -0.08 1.90
H -1.199 4.336 -6.224 -0.09 0.07 0.15
H -0.301 6.999 -2.969 -0.12 -0.14 0.14
H -1.674 6.335 -7.633 0.35 -0.02 0.81
H -0.805 8.907 -4.510 0.12 -0.90 0.05
H -3.567 2.392 -1.673 0.52 0.00 -0.14
H 0.553 2.982 -0.771 0.28 -0.46 0.27
H -3.893 1.396 0.402 0.44 -0.21 -0.15
H 0.257 1.830 1.276 0.13 -0.75 0.38
C 2.031 -2.642 1.804 -0.47 -0.39 -0.26
C 2.999 -3.789 1.547 0.31 -0.42 -0.36
H 1.010 -3.006 1.959 0.17 -0.06 -0.09
H 2.272 -2.171 2.768 0.02 0.33 -0.60
H 2.962 -4.515 2.376 -0.13 0.34 -0.22
H 2.753 -4.354 0.635 0.08 0.15 0.18
H 4.051 -3.465 1.475 -0.50 -0.05 -0.06
C 2.932 -1.689 -1.047 0.05 -0.30 0.42
C 3.620 -0.483 -1.663 0.32 0.38 -0.63
H 2.224 -2.104 -1.751 0.02 -0.24 -0.20
H 3.649 -2.482 -0.800 -0.20 0.10 0.00
H 3.568 -0.534 -2.748 -0.13 -0.07 -0.13
H 3.158 0.466 -1.383 -0.05 0.11 0.08
H 4.692 -0.401 -1.464 -0.23 -0.09 0.40
C 3.250 -0.244 1.408 0.03 1.13 0.23
C 4.655 -0.809 1.582 0.51 -0.37 -0.13
H 2.831 -0.002 2.402 0.09 -0.30 -0.79
H 3.292 0.719 0.904 0.21 0.24 -0.10
H 5.355 -0.016 1.878 -0.29 -0.06 -0.14
H 4.724 -1.567 2.375 -0.22 0.15 -0.24
H 5.057 -1.255 0.666 0.00 0.06 0.15
Br -2.655 0.935 2.658 -0.42 0.05 1.71
P -1.283 -1.474 -0.401 -1.46 -3.19 1.52
C -0.213 -3.068 -0.747 0.55 1.86 0.42
C -0.520 -4.386 -1.409 -0.18 -0.60 -0.12
H 0.384 -3.250 0.186 -0.86 0.32 -0.77
H 0.481 -2.528 -1.404 0.06 -0.35 -0.05
H 0.431 -4.763 -1.792 0.02 0.01 -0.05
H -0.877 -5.180 -0.752 -0.26 0.34 0.15
H -1.175 -4.312 -2.262 -0.33 0.07 -0.22
C -2.869 -2.173 0.851 1.08 1.89 0.40
C -3.958 -3.143 0.442 -0.38 -0.01 -0.42
H -3.339 -1.233 1.235 0.45 -0.66 -0.63
H -2.326 -2.543 1.730 0.30 -0.03 -0.42
H -4.489 -3.412 1.369 0.28 -0.01 -0.14
H -4.736 -2.693 -0.182 0.30 0.04 -0.14
H -3.631 -4.069 -0.027 0.18 0.04 0.02
C -2.068 -0.802 -1.871 -0.29 -0.03 -0.94
C -2.598 -1.609 -3.035 0.17 0.11 -0.29
H -1.324 -0.054 -2.309 -0.93 -0.39 -0.40
H -2.879 -0.169 -1.517 0.15 -0.02 0.20
H -3.035 -0.895 -3.729 -0.11 -0.08 -0.16
H -1.802 -2.115 -3.562 0.14 -0.32 -0.12
H -3.366 -2.311 -2.752 -0.18 -0.31 0.17
S 0.435 -0.207 2.716 -0.77 0.06 -0.61
C 0.398 -0.099 4.378 -0.97 -0.13 2.01
N -0.839 -0.057 5.017 0.14 -0.43 -0.52
C -1.042 -0.265 6.345 0.79 0.08 -0.31
C 0.053 -0.512 7.143 -0.80 0.18 0.37
C 1.337 -0.391 6.605 0.23 -0.16 -0.81
C 1.503 -0.132 5.252 0.09 -0.39 0.05
H -1.652 -0.014 4.376 0.92 -0.03 0.80
H -2.073 -0.203 6.688 0.31 -0.20 -0.03
H -0.097 -0.786 8.181 0.03 0.21 -0.10
H 2.208 -0.581 7.232 -0.21 0.21 -0.13
H 2.474 -0.111 4.768 0.01 0.06 0.35
```
Positions in Å, forces in eV/Å.

Output
HOMO-LUMO gap (alpha / beta) = 6.269 / 4.481 eV
ΔE to the lowest compared entry with this formula, charge and spin = 3.982 eV
total charge = +2
highest occupied orbital energy (alpha / beta) = -13.14 / -13.05 eV
LUMO (alpha / beta) = -6.9 / -8.6 eV
spin multiplicity = 3

An isolated ion of composition C3H10N2OP and charge +1, computed with wB97M-V/def2-TZVPD.

Geometry as XYZ:
```
17
Properties=species:S:1:pos:R:3:forces:R:3
C -2.587 0.871 -0.267 0.85 2.09 -3.41
C 1.681 0.814 -0.087 0.68 -2.14 -0.42
C 1.927 -1.738 -0.111 0.03 2.18 -1.80
N -2.665 -0.519 -0.082 1.92 -2.71 0.33
N 1.114 -0.554 -0.435 2.16 0.71 -1.11
O -0.267 -0.518 -0.186 0.46 0.32 0.64
P -1.377 -1.558 0.143 -1.50 0.90 -0.38
H -2.009 1.250 0.593 -0.81 0.95 -0.64
H -2.082 1.139 -1.307 -0.18 -0.65 2.31
H -3.597 1.211 -0.590 0.51 0.31 1.50
H 2.778 1.001 -0.272 -0.76 -1.52 0.46
H 1.468 0.911 0.965 -0.30 1.31 0.14
H 1.343 1.389 -0.903 -1.48 1.66 0.08
H 2.220 -1.790 0.890 0.57 0.06 1.92
H 2.853 -1.478 -0.764 -1.60 -1.42 0.97
H 1.306 -2.585 -0.300 0.29 -0.98 -0.86
H -3.578 -0.793 0.181 -0.85 -1.07 0.27
```
Positions in Å, forces in eV/Å.

Output
HOMO-LUMO gap (alpha / beta) = 7.775 / 7.776 eV
ΔE to the lowest compared entry with this formula, charge and spin = 5.321 eV
total charge = +1
highest occupied orbital energy (alpha / beta) = -13.11 / -13.11 eV
LUMO (alpha / beta) = -5.3 / -5.3 eV
SMILES string = C/[NH+]=P\ON(C)C
spin multiplicity = 1

A 19-piece molecular cluster, C2H41O19 overall, computed with wB97M-V/def2-TZVPD.

Geometry as XYZ:
```
62
Properties=species:S:1:pos:R:3:forces:R:3
C -0.260 0.891 -0.122 1.50 2.07 -0.75
C -0.156 -0.565 0.210 -1.88 0.57 -1.12
O -1.354 -1.100 -0.236 -0.40 -0.81 -0.30
H -1.184 1.426 0.167 0.28 -0.82 0.56
H -0.177 1.057 -1.224 0.17 -0.36 0.85
H 0.589 1.448 0.351 -0.49 -0.02 -0.45
H -0.176 -0.626 1.280 1.00 -0.58 0.94
H 0.714 -1.034 -0.299 -0.23 0.35 0.91
O -1.712 -3.563 1.070 -0.76 -0.82 0.96
H -0.881 -3.852 1.416 0.69 -0.48 0.33
H -1.451 -2.959 0.389 0.04 1.24 -1.18
O -2.011 3.396 1.976 -0.25 1.56 0.77
H -2.152 4.253 2.460 0.33 -1.29 -0.61
H -2.830 3.317 1.478 -0.01 -0.22 -0.26
O 1.015 3.789 -1.601 -0.34 0.83 -0.10
H 1.407 2.919 -1.504 0.49 -1.01 -0.55
H 1.067 4.155 -0.726 0.01 0.49 0.45
O -0.125 -1.404 -2.697 0.63 0.09 -0.55
H -0.710 -1.345 -1.927 -0.48 -0.18 0.62
H -0.297 -0.587 -3.187 -0.18 -0.05 -0.07
O -1.377 0.817 -4.061 0.15 -1.54 -1.35
H -1.299 1.547 -3.479 -0.31 1.56 1.18
H -2.272 0.466 -3.989 0.12 0.29 0.27
O 2.550 -1.893 -1.857 -0.08 -0.09 0.81
H 2.555 -1.894 -2.803 -0.07 -0.11 -0.80
H 1.633 -1.641 -1.642 -0.05 -0.32 -0.68
O -0.639 0.581 3.571 -0.20 -0.89 -0.78
H -0.215 0.676 2.701 0.13 0.47 0.51
H -1.299 -0.104 3.301 -0.14 0.72 0.49
O 2.007 0.575 2.268 -0.52 -0.10 -0.85
H 2.417 0.478 3.107 0.59 -0.07 1.27
H 2.122 1.500 2.012 0.10 0.22 -0.21
O -3.233 -2.295 -1.672 -0.87 -1.16 0.34
H -3.342 -1.827 -2.484 0.06 0.59 -0.61
H -2.711 -1.748 -1.079 0.57 0.19 0.11
O 2.066 1.370 -2.024 -0.69 1.22 -1.08
H 2.504 0.949 -1.289 0.88 -1.20 0.32
H 2.121 0.885 -2.856 0.21 -0.17 0.67
O 2.312 -2.579 1.178 1.31 0.31 -0.54
H 2.987 -2.055 1.647 0.06 -0.15 -0.85
H 1.798 -2.775 1.943 -1.06 -0.49 0.99
O -2.714 -0.724 2.131 0.45 -0.42 0.96
H -2.168 -0.922 1.338 -0.53 -0.04 -0.76
H -3.434 -0.146 1.902 -0.06 0.27 -0.39
O -1.590 3.072 -2.003 1.33 2.43 -1.76
H -0.663 3.411 -1.828 -0.98 -0.27 -0.42
H -1.667 2.385 -1.402 -0.71 -2.05 1.80
O 2.546 3.163 1.272 -0.49 0.31 0.34
H 2.936 3.557 2.055 0.65 0.02 0.18
H 1.677 3.583 1.316 -0.29 -0.24 -0.34
O 0.841 -4.301 -0.867 -0.31 0.11 -0.54
H 1.139 -3.610 -0.278 0.44 0.44 0.14
H 0.940 -5.096 -0.360 0.03 -0.63 0.34
O 1.343 -1.888 3.523 0.24 0.79 -0.58
H 0.495 -2.327 3.642 -0.23 0.49 -0.04
H 1.227 -1.112 2.897 -0.47 -1.24 1.12
O 3.347 -0.155 -0.078 0.52 0.08 -0.46
H 3.083 -0.981 -0.531 0.45 0.25 -0.23
H 2.678 -0.035 0.584 -0.43 0.08 0.92
O -3.392 0.755 -1.297 0.64 0.67 -0.53
H -4.081 0.395 -0.746 0.00 -0.49 0.26
H -2.544 0.315 -1.063 -0.55 -0.43 0.35
```
Positions in Å, forces in eV/Å.

Output
HOMO-LUMO gap = 7.460 eV
ΔE to the lowest compared entry with this formula, charge and spin = 0.937 eV
total charge = -1
highest occupied orbital energy = -5.63 eV
LUMO = 1.8 eV
spin multiplicity = 1

C5H6OS as an isolated structure, computed with wB97M-V/def2-TZVPD.

Geometry as XYZ:
```
13
Properties=species:S:1:pos:R:3:forces:R:3
C -0.584 0.098 0.140 -3.08 -0.67 -0.02
C 0.181 1.340 0.140 2.41 0.07 1.87
C 1.555 0.595 -0.157 1.39 1.23 0.69
C 1.744 -0.563 0.874 -1.87 1.79 -0.66
C 0.465 -0.984 -0.021 -0.78 0.65 2.79
H 0.049 1.777 1.153 0.38 0.15 -0.58
H 0.093 2.080 -0.613 -0.86 0.53 -0.71
H 2.465 1.089 -0.574 -0.95 0.19 0.56
H 1.674 -0.159 1.926 0.24 -1.36 -0.89
H 2.591 -1.119 0.479 0.08 -0.25 0.86
H -0.094 -1.894 -0.092 0.71 -1.07 -0.52
O 1.057 -0.321 -1.084 0.89 -1.46 -3.69
S -2.212 -0.133 0.034 1.45 0.20 0.29
```
Positions in Å, forces in eV/Å.

Output
HOMO-LUMO gap = 8.547 eV
ΔE to the lowest compared entry with this formula, charge and spin = 2.815 eV
highest occupied orbital energy = -8.51 eV
LUMO = 0.0 eV
spin multiplicity = 1

A 2-piece molecular cluster, C6H9FN2 overall, computed with wB97M-V/def2-TZVPD.

Geometry as XYZ:
```
18
Properties=species:S:1:pos:R:3:forces:R:3
C 1.838 1.083 0.441 0.32 -1.23 0.34
C 3.152 0.572 0.264 -1.64 -0.75 -0.74
C 1.075 -0.007 0.127 -1.94 -1.38 -0.37
C -1.192 0.603 1.065 -0.14 -1.98 0.18
C -0.997 -0.766 -1.073 -0.59 -3.35 -2.27
C -0.355 -0.297 0.117 -1.93 0.36 3.67
N 3.124 -0.684 -0.216 1.07 0.23 0.64
N 1.853 -1.017 -0.302 -0.12 0.93 0.16
F -0.518 -2.220 1.044 0.63 2.35 -0.99
H 1.404 1.987 0.801 0.40 0.55 0.17
H 4.052 1.043 0.513 1.21 0.50 -0.07
H -2.147 0.212 1.555 1.66 -0.18 -0.79
H -1.529 1.427 0.514 -0.51 1.31 -1.33
H -0.526 1.025 1.774 0.37 0.08 1.12
H -1.893 -0.195 -1.407 1.06 -0.02 0.04
H -1.381 -1.868 -1.050 0.42 1.88 0.84
H -0.161 -0.955 -1.773 -0.93 0.83 -0.66
H 1.459 -1.944 -0.424 0.69 -0.12 0.05
```
Positions in Å, forces in eV/Å.

Output
HOMO-LUMO gap = 8.861 eV
ΔE to the lowest compared entry with this formula, charge and spin = 2.265 eV
highest occupied orbital energy = -9.83 eV
LUMO = -1.0 eV
spin multiplicity = 1

Going through the records in order, we get energy values of -2527.09325; -519.83444; -5051.80826; -646.03524; -1530.40857; -667.43470; -443.28772 Ha.
Going through the records in order, we get max |F| values of 7.52; 4.57; 4.23; 4.08; 3.29; 4.07; 4.17 eV/Å.